# C2H4NP

The molecule C2H4NP at a distorted geometry (the ωB97M-V functional and the def2-TZVPD basis, the OMol25 dataset).

```
8
Properties=species:S:1:pos:R:3:nbo_charge:R:1
P -1.522 -0.045 -0.123 0.5106
N -0.047 -0.332 0.649 -0.7633
C 1.120 -0.992 -0.156 -0.0824
C 1.071 0.264 0.030 -0.0393
H -1.094 1.191 -0.660 -0.0799
H -2.206 0.738 0.911 -0.0375
H 1.057 -1.997 -0.737 0.2650
H 1.621 1.174 0.085 0.2269
```

Properties
Frontier orbital gap: 9.228 eV
Strongest force on any atom: 4.0 eV/A
Structure (SMILES): PN1C=C1
Total charge: 0
Energy relative to the best compared isomer or geometry (same formula, charge and spin): 362.5 kJ/mol
DFT total energy: -474.53562 hartree
Multiplicity: 1